Entry 1:
Entry from the Open Molecules 2025 dataset: a molecular structure, C25H18N3O6PdS (ωB97M-V/def2-TZVPD).

Properties
Relative energy (zero: lowest compared OMol25 entry of this formula, charge and spin) ... 21.59 kJ/mol
HOMO energy (alpha / beta) ... -5.64 / -5.73 eV
Calculated total energy ... -57288.490 eV
Orbital gap (alpha / beta) ... 7.97 / 6.60 eV
Charge ... -1
Multiplicity ... 3

Positions of all 54 atoms, in Å:
1 Pd -1.0587 0.4336 0.4374
2 O -1.1870 -1.7904 0.5947
3 C -0.1810 -2.2733 1.5213
4 C 1.0500 -1.3360 1.3594
5 O 2.0682 -1.6322 1.9521
6 O 0.8817 -0.2825 0.6371
7 C -0.7804 -2.1449 2.9125
8 C -0.5861 -0.9923 3.6660
9 C -1.2709 -0.8068 4.8576
10 C -2.1502 -1.7765 5.3150
11 C -2.3436 -2.9342 4.5740
12 C -1.6642 -3.1148 3.3797
13 C 0.2220 -3.6817 1.1313
14 C 0.8554 -4.5147 2.0478
15 C 1.2752 -5.7774 1.6663
16 C 1.0764 -6.2184 0.3631
17 C 0.4626 -5.3846 -0.5579
18 C 0.0388 -4.1197 -0.1743
19 H -2.0013 -2.2945 0.7117
20 H 0.1045 -0.2279 3.3268
21 H -1.1213 0.1047 5.4202
22 H -2.6847 -1.6308 6.2448
23 H -3.0255 -3.6979 4.9257
24 H -1.8130 -4.0238 2.8076
25 H 1.0346 -4.1622 3.0549
26 H 1.7702 -6.4165 2.3868
27 H 1.4117 -7.2039 0.0659
28 H 0.3223 -5.6926 -1.5858
29 H -0.4123 -3.4735 -0.9133
30 N -1.3397 -0.0155 -1.6305
31 C -0.7550 -0.5170 -2.5029
32 C -0.1129 -1.1051 -3.5738
33 C -0.1679 -2.5152 -3.6755
34 N -0.2174 -3.6682 -3.7210
35 C 0.5316 -0.3194 -4.5564
36 N 1.0493 0.3239 -5.3617
37 C -6.4397 0.9152 -3.1550
38 C -5.4762 1.3620 -2.0907
39 C -5.3167 0.6365 -0.9187
40 C -4.4265 1.0501 0.0648
41 C -3.6888 2.2045 -0.1266
42 C -3.8410 2.9529 -1.2883
43 C -4.7283 2.5278 -2.2588
44 S -2.4649 2.7113 1.0521
45 O -2.7980 4.0239 1.5190
46 O -2.4287 1.6251 2.0485
47 O -1.1804 2.6411 0.2918
48 H -6.6219 -0.1574 -3.0964
49 H -6.0561 1.1413 -4.1496
50 H -7.4016 1.4224 -3.0501
51 H -5.8860 -0.2743 -0.7734
52 H -4.2978 0.4811 0.9771
53 H -3.2479 3.8455 -1.4345
54 H -4.8335 3.0991 -3.1736

=====

Entry 2:
Entry from the Open Molecules 2025 dataset: a molecular structure, C5H9N (ωB97M-V/def2-TZVPD).

Properties
Relative energy (zero: lowest compared OMol25 entry of this formula, charge and spin) ... 280.73 kJ/mol
HOMO energy ... -9.01 eV
Calculated total energy ... -6818.085 eV
Orbital gap ... 10.00 eV
Charge ... 0

Positions of all 15 atoms, in Å:
1 C -0.4415 -1.3606 1.0374
2 C -0.0661 -0.2399 0.1048
3 C 0.0460 1.2321 0.5390
4 N 0.4538 1.3276 -0.9045
5 C 1.2357 0.0307 -0.6512
6 C -0.7178 0.3892 -1.1518
7 H -0.4335 -2.3428 0.5561
8 H -1.4402 -1.1721 1.4499
9 H 0.2760 -1.3678 1.8710
10 H -0.8804 1.7943 0.6924
11 H 0.8224 1.5201 1.2562
12 H 2.1507 0.1576 -0.0647
13 H 1.4432 -0.5690 -1.5502
14 H -0.5742 0.0016 -2.1604
15 H -1.7452 0.7391 -0.9775

=====

Entry 3:
Entry from the Open Molecules 2025 dataset: a molecular structure, C19H9Cl2FeN4O11S (ωB97M-V/def2-TZVPD).

Properties
HOMO energy (alpha / beta) ... -5.25 / -5.36 eV
Calculated total energy ... -118594.013 eV
Orbital gap (alpha / beta) ... 6.41 / 6.48 eV
Charge ... -1
Multiplicity ... 5

Positions of all 47 atoms, in Å:
1 Fe -0.6005 -1.0970 -0.2615
2 Cl -2.3295 -0.0547 -1.8376
3 C -3.7106 -1.1142 -1.6953
4 C -4.8219 -0.7361 -2.4246
5 C -5.9639 -1.5150 -2.3758
6 C -5.9581 -2.6578 -1.5940
7 C -4.8279 -3.0102 -0.8772
8 Cl -4.9337 -4.4700 0.0725
9 C -3.6350 -2.2585 -0.8841
10 S -2.2413 -2.7754 0.0269
11 H -4.7853 0.1655 -3.0237
12 H -6.8459 -1.2350 -2.9383
13 H -6.8341 -3.2913 -1.5320
14 O 0.6561 -0.4703 1.4377
15 C -0.2908 0.2873 1.7697
16 O -1.3585 0.3576 1.1174
17 C -0.1243 1.1416 3.0005
18 C 1.0489 1.0635 3.7395
19 C 1.2158 1.8465 4.8710
20 C 0.1891 2.6933 5.2326
21 C -0.9879 2.7945 4.5192
22 C -1.1396 2.0048 3.3898
23 N 0.3587 3.5362 6.4498
24 O -0.5578 4.2682 6.7612
25 O 1.4021 3.4423 7.0625
26 H 1.8233 0.3832 3.4109
27 H 2.1162 1.8085 5.4659
28 H -1.7589 3.4757 4.8484
29 H -2.0426 2.0433 2.7950
30 O 6.2440 -1.8575 -3.5536
31 N 5.7542 -0.7453 -3.6184
32 O 6.3114 0.2226 -4.1015
33 C 4.4131 -0.5521 -3.0603
34 C 3.7576 -1.6135 -2.4965
35 C 2.4886 -1.4299 -1.9935
36 C 1.7936 -0.1618 -1.9843
37 O 0.6994 0.0606 -1.4436
38 C 2.5652 0.8773 -2.6391
39 C 3.8171 0.7057 -3.1283
40 N 1.9844 2.2300 -2.8022
41 O 0.7955 2.3150 -2.9981
42 O 2.7605 3.1719 -2.7949
43 N 1.8445 -2.6185 -1.4342
44 O 0.6139 -2.6152 -1.3145
45 O 2.5288 -3.5673 -1.1378
46 H 4.2230 -2.5867 -2.4539
47 H 4.3428 1.5382 -3.5713

=====

Entry 4:
Entry from the Open Molecules 2025 dataset: a molecular structure, Ag4F (ωB97M-V/def2-TZVPD).

Properties
HOMO energy (alpha / beta) ... -14.35 / -19.38 eV
Calculated total energy ... -18693.531 eV
Orbital gap (alpha / beta) ... 5.52 / 9.51 eV
Charge ... +2
Multiplicity ... 2

Positions of all 5 atoms, in Å:
1 Ag 0.4763 15.4049 7.2535
2 Ag -0.4271 11.3756 8.0917
3 Ag 2.3321 14.2361 10.5057
4 Ag -1.2526 14.5098 10.5048
5 F 0.6550 13.4233 8.7955

=====

Entry 5:
Entry from the Open Molecules 2025 dataset: a molecular structure, C6H11NO2S (ωB97M-V/def2-TZVPD).

Properties
Relative energy (zero: lowest compared OMol25 entry of this formula, charge and spin) ... 108.03 kJ/mol
HOMO energy (alpha / beta) ... -4.31 / -9.28 eV
Calculated total energy ... -22814.845 eV
Orbital gap (alpha / beta) ... 4.88 / 6.52 eV
Charge ... 0
Multiplicity ... 3

Positions of all 21 atoms, in Å:
1 C -1.8148 0.5133 -0.3462
2 C -0.0397 0.1073 1.4960
3 C 1.4385 0.6024 1.3624
4 C 0.6469 -0.1953 -1.0790
5 C -0.7327 -0.3773 0.2557
6 C 1.3388 -1.4340 -1.2881
7 N -1.5902 1.8480 -0.1588
8 O -2.7619 0.0236 -0.9195
9 O -1.1803 -1.7131 0.2725
10 S 1.3911 1.2564 -0.3323
11 H -0.1691 -0.5742 2.2784
12 H -0.6566 0.9759 1.7575
13 H 1.6657 1.4367 2.0664
14 H 2.1322 -0.1512 1.4900
15 H 0.0921 0.2208 -1.9253
16 H 1.1149 -2.0945 -0.4489
17 H 2.4901 -1.2870 -1.4031
18 H 1.2098 -2.0032 -2.2787
19 H -0.5166 2.1232 -0.0693
20 H -2.3179 2.4711 -0.2381
21 H -1.7403 -1.7487 -0.4917

=====

The highest charge belongs to which entry?
Ag4F